6
Properties=species:S:1:pos:R:3:nbo_charge:R:1 method="wB97M-V/def2-TZVPD" e_tot_ev=-18938.641 homo_lumo_gap_ha="0.24214 / 0.24200"
C 1.111 0.096 -2.071 0.21
N 1.967 -0.406 -2.609 -0.44
N -0.727 -0.026 1.311 0.37
O -1.489 0.346 2.179 -0.31
O 0.050 -0.925 1.313 -0.28
S -0.911 0.913 -0.123 0.46